# C24H23BrCl40IN2

11 unconnected molecules or ions with the total composition C24H23BrCl40IN2 (the ωB97M-V functional and the def2-TZVPD basis, OMol25).

Summary:
- E_HOMO: -11.96 eV
- LUMO: -5.0925 eV
- Orbital gap: 6.864 eV
- E_tot: -22316.40187 a.u.
- F_max: 6.47 eV/A

Structure (ORCA input):
```
! wB97M-V def2-TZVPD RIJCOSX def2/J DEFGRID3
* xyz 1 1
C 7.2063 0.3464 0.2603
C 6.3649 0.5275 -1.1515
C 4.7572 0.3048 -0.8924
C 3.9191 1.5306 -1.6550
C 3.0353 2.2659 -0.4531
C 2.0109 3.3986 -1.0488
C 0.4506 3.2493 -0.5720
C 0.2330 2.9212 1.0185
C -0.9782 1.7867 1.2171
C -0.5781 0.3087 0.5995
C -1.7179 -0.3346 -0.3868
C -3.3421 0.0742 -0.2957
C -4.1822 -0.7094 -1.4519
I -6.3587 -0.2180 -1.5176
N -3.7343 -1.6971 -2.4685
N -2.4211 -2.0403 -2.5495
C -1.4919 -1.3972 -1.6043
Br 0.4613 -1.9409 -1.8638
H 7.1045 1.3435 0.9024
H 6.7355 -0.5091 0.9135
H 8.3403 0.1331 -0.0378
H 6.7451 -0.2060 -2.0100
H 6.6093 1.6223 -1.5384
H 4.3551 -0.7193 -1.3077
H 4.5618 0.3043 0.2837
H 4.6284 2.3425 -2.1259
H 3.1757 1.1038 -2.4588
H 2.4617 1.3859 0.1026
H 3.7713 2.8155 0.3089
H 2.3552 4.5143 -0.8764
H 2.0107 3.2531 -2.2336
H -0.0194 2.3677 -1.2247
H -0.1172 4.2730 -0.8013
H -0.2087 3.9119 1.5133
H 1.2042 2.6557 1.6141
H -1.9293 2.2733 0.6846
H -1.1763 1.6553 2.3779
H 0.3813 0.4973 -0.0857
H -0.2076 -0.4512 1.4419
H -3.7678 0.8469 0.4892
H -4.4183 -2.1436 -3.1403
C -5.6587 1.1856 3.2327
Cl -5.9148 -0.4229 2.5106
Cl -4.3090 2.0009 2.4032
Cl -7.1402 2.1593 3.0547
Cl -5.2708 1.0053 4.9624
C 1.0598 -5.1133 1.2251
Cl 1.0162 -6.3807 -0.0263
Cl -0.2564 -3.9477 0.9360
Cl 0.8526 -5.8568 2.8310
Cl 2.6269 -4.2677 1.1598
C 1.6599 3.8397 -5.8867
Cl 3.0751 4.4669 -5.0044
Cl 0.6979 5.2028 -6.5119
Cl 2.2083 2.8270 -7.2460
Cl 0.6580 2.8621 -4.7841
C -2.2402 8.5540 -6.8027
Cl -1.4692 10.0458 -6.2073
Cl -3.3169 7.8985 -5.5435
Cl -3.1901 8.9193 -8.2651
Cl -0.9845 7.3523 -7.1950
C 3.1598 -7.6607 6.1268
Cl 3.8281 -7.3907 7.7562
Cl 2.7661 -9.3867 5.9250
Cl 1.6822 -6.6866 5.9219
Cl 4.3630 -7.1791 4.9041
C -9.4402 -2.2471 4.0677
Cl -8.9630 -3.9154 4.4724
Cl -9.6141 -2.0911 2.3014
Cl -10.9934 -1.8664 4.8533
Cl -8.1902 -1.1155 4.6437
C -9.9934 -0.7933 -3.5503
Cl -8.4969 -0.3896 -4.4290
Cl -11.3977 -0.1652 -4.4492
Cl -10.1314 -2.5627 -3.3939
Cl -9.9476 -0.0555 -1.9291
C 3.1023 8.3748 -6.2204
Cl 3.8733 9.8667 -5.6249
Cl 2.0257 7.7194 -4.9611
Cl 2.1524 8.7401 -7.6828
Cl 4.3581 7.1731 -6.6126
C 5.5023 -7.5660 0.6871
Cl 5.9795 -9.2342 1.0918
Cl 5.3285 -7.4099 -1.0793
Cl 3.9491 -7.1853 1.4726
Cl 6.7523 -6.4344 1.2631
C 1.6024 -6.9031 11.5254
Cl 3.2847 -6.5689 12.0076
Cl 0.5185 -5.7110 12.2861
Cl 1.4589 -6.7902 9.7531
Cl 1.1473 -8.5425 12.0549
*
```